The following is a quantum chemistry calculation of a structure of composition C3H8NO, from the Open Molecules 2025 dataset.

Summary:
HOMO level	-14.893	eV
energy relative to the best compared isomer or geometry (same formula, charge and spin)	906.8	kJ/mol
HOMO-LUMO gap	6.9	eV
2S+1	1
charge	+1
maximum force	0.083	hartree/bohr

Last column: Mulliken charge in e.
Element x y z (Å)
C (-0.746, 0.759, -0.230)  0.006
C (-0.387, -0.919, -0.642)  -0.304
C (0.454, 0.190, -1.042)  -0.282
O (1.060, -1.836, 1.368)  -0.633
N (-0.409, 2.102, 0.126)  -0.398
H (-1.681, 0.735, -0.814)  0.374
H (-0.262, 1.028, 0.804)  0.375
H (-1.366, -1.304, -0.990)  0.362
H (0.483, 0.552, -2.059)  0.311
H (1.395, 0.314, -0.549)  0.264
H (-1.205, 2.577, 0.573)  0.337
H (0.344, -1.681, 0.664)  0.280
H (0.755, -2.430, 2.023)  0.309

---

The following is a quantum chemistry calculation of a cluster of 2 separate species, C3H8NO in total, from the Open Molecules 2025 dataset.

Summary:
HOMO level (spin up / spin down)	-12.084 / -16.925	eV
energy relative to the best compared isomer or geometry (same formula, charge and spin)	72.5	kJ/mol
HOMO-LUMO gap (spin up / spin down)	8.4 / 10.9	eV
2S+1	3
charge	+1
maximum force	0.062	hartree/bohr
<S²>	2.006

Last column: Mulliken charge in e.
Element x y z (Å)
C (-1.566, 0.949, 0.120)  -0.628
C (-0.488, -0.052, -0.218)  0.355
C (2.768, -0.357, -0.259)  -0.689
N (-1.222, -0.073, 1.108)  -0.205
O (-0.663, -1.062, -1.047)  -0.362
H (-1.369, 1.956, 0.307)  0.317
H (-2.382, 0.812, -0.559)  0.310
H (1.872, -0.227, 0.330)  0.192
H (3.529, 0.372, -0.377)  0.303
H (2.964, -1.335, -0.648)  0.292
H (-0.707, 0.428, 1.845)  0.348
H (-2.075, -0.699, 1.326)  0.361
H (-0.660, -0.713, -1.928)  0.405

---

The following is a quantum chemistry calculation of a cluster of 2 separate species, C3H8NO in total, from the Open Molecules 2025 dataset.

Summary:
HOMO level (spin up / spin down)	-12.734 / -14.332	eV
energy relative to the best compared isomer or geometry (same formula, charge and spin)	138.9	kJ/mol
HOMO-LUMO gap (spin up / spin down)	8.7 / 5.1	eV
2S+1	3
charge	+1
maximum force	0.091	hartree/bohr
<S²>	2.011

Last column: Mulliken charge in e.
Element x y z (Å)
C (-2.152, 1.099, 0.012)  0.290
C (1.427, -0.924, 0.815)  -0.802
C (-0.682, 1.003, -0.256)  -0.748
N (0.407, -0.998, -0.310)  -0.302
O (-3.011, 0.337, 0.185)  -0.198
H (-2.293, 2.171, 0.171)  0.366
H (2.146, -0.395, 0.275)  0.384
H (0.862, -0.459, 1.542)  0.329
H (1.642, -1.879, 1.174)  0.368
H (-0.264, 1.362, -1.285)  0.345
H (-0.065, 1.285, 0.549)  0.340
H (0.616, -0.875, -1.269)  0.328
H (-0.197, -1.808, -0.094)  0.300

---

The following is a quantum chemistry calculation of a cluster of 2 separate species, C3H8NO in total, from the Open Molecules 2025 dataset.

Summary:
HOMO level (spin up / spin down)	-22.855 / -23.238	eV
energy relative to the best compared isomer or geometry (same formula, charge and spin)	82.5	kJ/mol
HOMO-LUMO gap (spin up / spin down)	12.4 / 8.7	eV
2S+1	2
charge	+2
maximum force	0.035	hartree/bohr
<S²>	0.757

Last column: Mulliken charge in e.
Element x y z (Å)
C (0.475, 2.239, -1.204)  -0.080
N (1.287, 1.497, -0.558)  -0.074
H (-0.595, 2.038, -1.194)  0.287
H (0.878, 3.002, -1.867)  0.308
H (2.231, 1.881, -0.527)  0.294
H (0.908, 0.763, 0.067)  0.352
O (-0.345, -0.122, 0.716)  -0.179
C (-0.668, -1.205, 1.048)  0.264
C (-0.883, -2.455, 0.114)  -0.652
H (-0.837, -1.421, 2.140)  0.434
H (-1.295, -3.358, 0.567)  0.366
H (0.084, -2.517, -0.399)  0.323
H (-1.732, -2.099, -0.494)  0.356

---

The following is a quantum chemistry calculation of a cluster of 2 separate species, C3H8NO2 in total, from the Open Molecules 2025 dataset.

Summary:
HOMO level	-2.789	eV
energy relative to the best compared isomer or geometry (same formula, charge and spin)	243.7	kJ/mol
HOMO-LUMO gap	7.2	eV
2S+1	1
charge	-1
maximum force	0.011	hartree/bohr

Last column: Mulliken charge in e.
Element x y z (Å)
O (-0.393, 1.568, -1.478)  -0.585
C (0.644, 1.021, -1.178)  0.273
C (0.932, -0.437, -1.435)  -0.917
H (1.495, 1.629, -0.849)  0.249
H (1.241, -0.850, -0.488)  0.212
H (1.733, -0.511, -2.180)  0.381
H (0.031, -0.912, -1.810)  0.288
N (-1.551, -0.370, 0.776)  -0.594
C (-0.303, -0.343, 1.623)  -0.363
O (0.585, 0.547, 1.164)  -0.789
H (-2.378, -0.295, 1.360)  0.233
H (-1.510, 0.463, 0.205)  0.204
H (-0.619, -0.116, 2.674)  0.250
H (0.093, -1.395, 1.615)  0.161

---

The following is a quantum chemistry calculation of the ion C3H8NO2 with charge -1, from the Open Molecules 2025 dataset.

Summary:
HOMO level	-2.266	eV
energy relative to the best compared isomer or geometry (same formula, charge and spin)	295.6	kJ/mol
HOMO-LUMO gap	6.3	eV
2S+1	1
charge	-1
maximum force	0.049	hartree/bohr

Last column: Mulliken charge in e.
Element x y z (Å)
N (-0.560, -1.151, 0.752)  -0.659
C (-0.426, -0.034, -0.188)  0.538
C (-0.607, 1.320, 0.513)  -0.702
O (-0.769, 2.374, -0.321)  -0.889
C (0.962, -0.080, -0.940)  -0.657
O (1.431, -1.449, -1.030)  -0.569
H (-1.384, -1.732, 0.681)  0.183
H (-0.636, -0.735, 1.678)  0.229
H (-1.101, -0.157, -1.038)  0.247
H (-1.417, 1.295, 1.262)  0.253
H (0.377, 1.415, 1.074)  0.169
H (0.728, 0.198, -1.954)  0.256
H (1.714, 0.438, -0.354)  0.306
H (1.688, -1.702, -0.135)  0.295

---

The following is a quantum chemistry calculation of the ion C3H8NO2 with charge +1, from the Open Molecules 2025 dataset.

Summary:
HOMO level	-14.112	eV
energy relative to the best compared isomer or geometry (same formula, charge and spin)	251.0	kJ/mol
HOMO-LUMO gap	10.2	eV
2S+1	1
charge	+1
maximum force	0.102	hartree/bohr

Last column: Mulliken charge in e.
Element x y z (Å)
N (0.221, 2.033, 0.399)  -0.268
C (-0.597, 0.845, 0.376)  -0.867
C (0.310, -0.376, -0.363)  0.749
O (1.144, -0.034, -1.140)  -0.504
C (-0.160, -1.808, -0.143)  -0.509
O (0.774, -2.691, -0.454)  -0.504
H (0.864, 2.037, 1.153)  0.338
H (-0.367, 2.896, 0.382)  0.372
H (0.704, 2.133, -0.582)  0.394
H (-0.843, 0.539, 1.429)  0.365
H (-1.602, 0.940, 0.058)  0.403
H (-0.241, -1.856, 0.935)  0.344
H (-1.211, -1.742, -0.599)  0.302
H (1.004, -2.916, -1.450)  0.383

---

The following is a quantum chemistry calculation of the ion C3H8NO2 with charge +1, from the Open Molecules 2025 dataset.

Summary:
HOMO level	-15.665	eV
energy relative to the best compared isomer or geometry (same formula, charge and spin)	56.8	kJ/mol
HOMO-LUMO gap	11.9	eV
2S+1	1
charge	+1
maximum force	0.022	hartree/bohr

Last column: Mulliken charge in e.
Element x y z (Å)
C (0.059, -1.253, 1.383)  -1.327
C (-0.587, -0.445, 0.277)  0.239
N (-1.235, 0.809, 0.860)  -0.339
C (0.482, 0.119, -0.675)  0.387
O (1.306, 0.880, -0.249)  -0.502
O (0.262, -0.151, -1.954)  -0.418
H (0.364, -2.225, 0.993)  0.366
H (0.967, -0.739, 1.700)  0.383
H (-0.622, -1.444, 2.212)  0.415
H (-1.361, -0.975, -0.267)  0.327
H (-0.530, 1.558, 0.857)  0.386
H (-1.478, 0.647, 1.840)  0.340
H (-2.056, 1.140, 0.352)  0.351
H (1.104, -0.006, -2.434)  0.393

---

The following is a quantum chemistry calculation of a structure of composition C3H8NO2, from the Open Molecules 2025 dataset.

Summary:
HOMO level	-14.951	eV
energy relative to the best compared isomer or geometry (same formula, charge and spin)	595.1	kJ/mol
HOMO-LUMO gap	11.0	eV
2S+1	1
charge	+1
maximum force	0.099	hartree/bohr

Last column: Mulliken charge in e.
Element x y z (Å)
C (0.263, -0.068, -1.926)  -0.234
C (0.210, -0.628, 0.451)  0.129
C (0.581, 0.309, 1.551)  -1.175
N (-0.653, -0.293, -0.699)  -0.045
O (1.162, -1.097, -1.821)  -0.155
O (1.716, -0.868, -0.594)  -0.262
H (-0.252, -0.170, -2.983)  0.332
H (0.746, 0.962, -1.860)  0.290
H (0.020, -1.563, 0.786)  0.372
H (-0.109, 0.132, 2.489)  0.343
H (0.697, 1.419, 1.375)  0.352
H (1.507, -0.035, 1.887)  0.377
H (-1.150, 0.461, -0.389)  0.310
H (-1.277, -1.056, -0.888)  0.366

---

The following is a quantum chemistry calculation of a cluster of 2 separate species, C3H8NO2P in total, from the Open Molecules 2025 dataset.

Summary:
HOMO level	-9.815	eV
energy relative to the best compared isomer or geometry (same formula, charge and spin)	107.6	kJ/mol
HOMO-LUMO gap	9.9	eV
2S+1	1
maximum force	0.072	hartree/bohr

Last column: Mulliken charge in e.
Element x y z (Å)
C (-1.157, -1.446, 0.327)  -1.229
C (-0.965, 0.111, 0.458)  0.087
C (-1.249, 1.110, -0.650)  -0.525
N (0.123, 0.804, -0.198)  -0.381
H (-1.389, -1.618, -0.722)  0.283
H (-2.110, -1.485, 0.838)  0.347
H (-0.526, -2.208, 0.686)  0.337
H (-1.221, 0.388, 1.464)  0.346
H (-1.580, 0.884, -1.632)  0.248
H (-1.776, 1.974, -0.300)  0.256
H (0.570, 1.627, 0.225)  0.210
O (3.319, 0.847, 0.819)  -0.451
P (3.652, -0.449, 0.236)  0.444
O (2.374, -0.706, -0.775)  -0.392
H (1.935, 0.168, -0.777)  0.419

---

The following is a quantum chemistry calculation of a cluster of 2 separate species, C3H8NO2PS in total, from the Open Molecules 2025 dataset.

Summary:
HOMO level (spin up / spin down)	-6.150 / -9.327	eV
energy relative to the best compared isomer or geometry (same formula, charge and spin)	0.0	kJ/mol
HOMO-LUMO gap (spin up / spin down)	6.7 / 6.6	eV
2S+1	3
maximum force	0.078	hartree/bohr
<S²>	2.028

Last column: Mulliken charge in e.
Element x y z (Å)
C (0.857, -1.892, -0.041)  -0.997
C (1.458, -0.949, -0.778)  0.238
C (1.227, 0.403, -0.833)  -0.307
N (0.545, 1.153, 0.011)  -0.374
O (-1.758, 0.147, 1.606)  -0.481
O (-2.339, 1.614, -0.373)  -0.457
P (-2.066, 0.002, -0.009)  0.448
S (-3.972, -0.835, 0.174)  -0.252
H (1.155, -2.884, -0.109)  0.312
H (0.058, -1.542, 0.633)  0.177
H (2.196, -1.386, -1.514)  0.198
H (1.685, 0.902, -1.562)  0.456
H (-2.453, 0.744, 1.992)  0.318
H (0.616, 2.128, -0.031)  0.163
H (0.182, 0.692, 0.851)  0.221
H (-3.080, 1.681, -1.060)  0.338

---

The following is a quantum chemistry calculation of a cluster of 2 separate species, C3H8NO2S in total, from the Open Molecules 2025 dataset.

Summary:
HOMO level	-2.570	eV
energy relative to the best compared isomer or geometry (same formula, charge and spin)	186.6	kJ/mol
HOMO-LUMO gap	5.5	eV
2S+1	1
charge	-1
maximum force	0.035	hartree/bohr

Last column: Mulliken charge in e.
Element x y z (Å)
O (0.593, -3.461, 2.545)  -0.662
C (0.707, -2.897, 1.447)  0.064
N (-0.241, -2.119, 0.953)  -0.066
C (-0.257, -1.331, -0.290)  -0.482
C (1.104, -0.857, -0.774)  -0.534
S (1.493, 0.840, -0.229)  -0.677
H (1.621, -3.066, 0.882)  0.294
H (-0.951, -1.914, 1.642)  0.235
H (-0.847, -0.446, -0.061)  0.284
H (-0.762, -1.873, -1.108)  0.195
H (1.044, -0.887, -1.862)  0.221
H (1.876, -1.508, -0.383)  0.129
H (-1.886, 7.124, -0.447)  0.311
H (-2.074, 5.856, -1.264)  0.324
O (-1.417, 6.538, -1.053)  -0.635

---

The following is a quantum chemistry calculation of a cluster of 2 separate species, C3H8NO3 in total, from the Open Molecules 2025 dataset.

Summary:
HOMO level	-4.384	eV
energy relative to the best compared isomer or geometry (same formula, charge and spin)	164.3	kJ/mol
HOMO-LUMO gap	8.4	eV
2S+1	1
charge	-1
maximum force	0.053	hartree/bohr

Last column: Mulliken charge in e.
Element x y z (Å)
O (-0.564, -0.348, -2.104)  -0.749
C (-1.712, -0.943, -1.931)  0.018
O (-2.153, -1.552, -0.916)  -0.669
H (-2.418, -0.747, -2.752)  0.382
C (0.398, 1.553, 1.547)  -0.834
N (0.674, 0.770, 0.337)  -0.179
C (0.613, -0.682, 0.441)  -0.461
O (1.266, -1.387, -0.604)  -0.595
H (-0.530, 1.244, 2.018)  0.296
H (0.224, 2.626, 1.173)  0.259
H (1.192, 1.467, 2.311)  0.270
H (1.616, 1.037, -0.028)  0.187
H (1.070, -0.993, 1.419)  0.325
H (-0.448, -1.003, 0.475)  0.305
H (0.772, -1.042, -1.387)  0.445

---

The following is a quantum chemistry calculation of a cluster of 2 separate species, C3H8NO3 in total, from the Open Molecules 2025 dataset.

Summary:
HOMO level	-4.410	eV
energy relative to the best compared isomer or geometry (same formula, charge and spin)	110.2	kJ/mol
HOMO-LUMO gap	8.6	eV
2S+1	1
charge	-1
maximum force	0.009	hartree/bohr

Last column: Mulliken charge in e.
Element x y z (Å)
O (1.505, -1.369, 0.816)  -0.627
C (1.615, -0.405, 1.590)  -0.011
O (0.962, 0.674, 1.599)  -0.738
H (2.352, -0.513, 2.428)  0.383
C (-1.696, -1.079, -0.036)  -0.926
N (-1.140, 0.244, -0.256)  -0.480
C (-0.507, 0.335, -1.536)  -0.275
O (-0.177, 1.685, -1.862)  -0.552
H (-2.578, -1.197, -0.677)  0.339
H (-2.069, -1.136, 0.985)  0.321
H (-0.972, -1.883, -0.215)  0.294
H (-0.426, 0.478, 0.458)  0.401
H (0.405, -0.277, -1.581)  0.256
H (-1.204, 0.019, -2.318)  0.307
H (0.313, 2.030, -1.105)  0.306

---

The following is a quantum chemistry calculation of the ion C3H8NO3 with charge +1, from the Open Molecules 2025 dataset.

Summary:
HOMO level	-15.122	eV
energy relative to the best compared isomer or geometry (same formula, charge and spin)	164.9	kJ/mol
HOMO-LUMO gap	11.3	eV
2S+1	1
charge	+1
maximum force	0.111	hartree/bohr

Last column: Mulliken charge in e.
Element x y z (Å)
N (-0.187, 0.348, -1.491)  -0.362
C (0.400, -0.319, -0.276)  0.104
C (0.823, 0.776, 0.877)  -0.463
O (-0.088, 1.854, 0.562)  -0.557
C (-0.300, -1.381, 0.437)  0.301
O (0.086, -1.739, 1.545)  -0.533
O (-1.421, -1.845, -0.167)  -0.480
H (-0.925, -0.119, -2.019)  0.351
H (-0.705, 1.272, -1.070)  0.452
H (0.553, 0.712, -2.165)  0.397
H (1.557, -0.863, -0.504)  0.313
H (1.804, 1.264, 0.582)  0.308
H (0.782, 0.208, 1.887)  0.435
H (-0.377, 2.252, 1.411)  0.335
H (-2.003, -2.420, 0.389)  0.400

---

The following is a quantum chemistry calculation of a cluster of 2 separate species, C3H8NO3 in total, from the Open Molecules 2025 dataset.

Summary:
HOMO level	-14.814	eV
energy relative to the best compared isomer or geometry (same formula, charge and spin)	25.3	kJ/mol
HOMO-LUMO gap	11.7	eV
2S+1	1
charge	+1
maximum force	0.022	hartree/bohr

Last column: Mulliken charge in e.
Element x y z (Å)
O (-0.529, -1.459, 1.710)  -0.621
C (-0.267, -2.431, 1.061)  0.222
O (-0.375, -2.443, -0.263)  -0.391
H (0.061, -3.372, 1.516)  0.365
H (-0.127, -3.302, -0.620)  0.360
O (0.204, 3.151, -0.869)  -0.421
C (0.568, 2.113, -1.331)  0.059
C (0.332, 0.804, -0.657)  -0.538
N (-0.356, 1.058, 0.666)  -0.185
H (1.061, 2.057, -2.313)  0.363
H (-0.334, 0.211, -1.284)  0.337
H (1.246, 0.249, -0.460)  0.374
H (-0.570, 0.156, 1.134)  0.314
H (0.277, 1.605, 1.249)  0.375
H (-1.192, 1.600, 0.461)  0.386

---

The following is a quantum chemistry calculation of a cluster of 2 separate species, C3H8NO3 in total, from the Open Molecules 2025 dataset.

Summary:
HOMO level	-15.975	eV
energy relative to the best compared isomer or geometry (same formula, charge and spin)	23.5	kJ/mol
HOMO-LUMO gap	13.1	eV
2S+1	1
charge	+1
maximum force	0.090	hartree/bohr

Last column: Mulliken charge in e.
Element x y z (Å)
C (-2.642, 1.068, 1.328)  0.281
C (2.137, -0.544, -1.624)  -1.139
C (1.190, -0.558, -0.447)  0.899
N (1.282, -1.114, 0.744)  -0.334
O (-3.375, 1.719, 0.546)  -0.350
O (0.150, 0.091, -0.640)  -0.450
O (-1.731, 0.323, 1.072)  -0.528
H (-2.967, 1.237, 2.473)  0.305
H (2.434, -1.498, -1.806)  0.399
H (1.788, 0.074, -2.512)  0.279
H (2.985, -0.066, -1.241)  0.381
H (-3.257, 1.606, -0.410)  0.362
H (2.147, -1.559, 0.954)  0.222
H (0.560, -0.920, 1.439)  0.211
H (-0.700, 0.142, 0.124)  0.461